(1)
Computed, not measured: a molecular structure, C30H50N10ReS3, with ωB97M-V/def2-TZVPD.

The electronic energy is -81449.245 eV. The net charge is +2. For the HOMO-LUMO gap (alpha / beta), the calculation gives 6.365 / 7.128 eV. As for the spin multiplicity: 2. The relative energy (zero: lowest compared OMol25 entry of this formula, charge and spin) is 0.0 kcal/mol. As for the expectation value of S²: 1.167.

Structure (XYZ):
```
94
Properties=species:S:1:pos:R:3:forces:R:3:mulliken_spin:R:1
Re 0.386 1.130 0.614 0.6 0.2 0.2 1.449
C 3.639 4.525 1.037 0.0 0.0 0.1 -0.011
C 2.428 3.642 1.152 -0.1 0.3 0.3 -0.075
S 2.256 2.381 0.045 -0.3 -0.3 0.0 -0.179
C 1.451 3.850 2.118 0.3 0.2 -0.1 -0.097
C 1.551 4.967 3.117 0.0 -0.1 0.0 -0.001
S 0.069 2.874 2.166 -0.2 -0.3 -0.3 -0.170
H 4.230 4.270 0.161 0.0 0.0 0.0 0.000
H 4.275 4.420 1.919 0.0 0.0 0.0 -0.003
H 3.354 5.576 0.969 0.0 0.0 0.0 0.001
H 2.351 4.761 3.833 0.0 0.0 0.0 -0.006
H 0.623 5.088 3.672 0.0 0.0 0.0 0.000
H 1.794 5.913 2.631 0.0 0.0 0.0 -0.001
C 1.277 -6.049 -2.392 0.0 0.0 0.0 0.000
C 0.851 -4.868 -1.524 0.0 0.0 -0.1 0.000
C 1.953 -3.823 -1.347 0.0 0.0 0.1 -0.002
C 2.168 -2.936 -2.563 0.0 0.0 -0.2 0.001
N 0.964 -2.192 -2.959 0.0 -0.2 0.0 0.008
C 0.464 -1.126 -2.359 0.0 0.1 -0.1 0.018
S 1.386 -0.293 -1.152 -0.1 0.1 0.0 0.027
N -0.721 -0.666 -2.758 0.0 0.1 0.1 -0.002
C -1.619 -1.308 -3.715 0.1 0.0 0.0 -0.001
C -3.013 -0.711 -3.600 0.0 0.0 0.0 0.000
C -4.020 -1.404 -4.519 0.0 -0.1 0.0 0.000
C -4.449 -2.775 -4.007 0.0 0.0 0.0 0.000
H 0.448 -6.730 -2.577 0.0 0.0 0.0 0.000
H 2.071 -6.619 -1.906 0.0 0.0 0.0 0.000
H 1.656 -5.727 -3.365 0.0 0.0 0.0 0.000
H 0.547 -5.229 -0.540 0.0 0.0 0.0 0.000
H -0.039 -4.395 -1.956 0.0 0.0 0.0 0.000
H 2.906 -4.324 -1.155 0.0 0.0 0.1 0.000
H 1.752 -3.194 -0.474 0.0 -0.1 -0.1 0.007
H 2.431 -3.539 -3.430 0.0 0.0 0.0 0.001
H 2.977 -2.226 -2.402 0.0 0.0 0.0 0.002
H 0.479 -2.523 -3.779 0.0 0.0 0.0 -0.001
H -0.939 0.267 -2.449 0.0 0.0 0.0 0.006
H -1.646 -2.377 -3.495 0.0 0.0 0.0 0.000
H -1.249 -1.179 -4.737 0.0 0.0 0.0 0.001
H -2.957 0.356 -3.844 0.0 0.0 0.0 0.000
H -3.346 -0.799 -2.557 0.0 0.0 -0.1 0.000
H -3.591 -1.494 -5.521 0.0 0.0 0.0 0.000
H -4.897 -0.764 -4.625 0.0 0.0 0.0 0.000
H -3.600 -3.449 -3.865 0.0 0.0 0.0 0.000
H -5.125 -3.261 -4.709 0.0 0.0 0.0 0.000
H -4.972 -2.689 -3.052 0.0 0.0 0.0 0.000
N -3.085 2.439 -1.555 0.0 0.1 0.0 0.010
C -2.251 1.557 -0.992 0.0 0.1 0.0 -0.019
N -1.090 2.097 -0.658 -0.3 0.1 0.0 -0.017
C -1.194 3.454 -1.033 0.3 -0.1 0.0 0.022
C -0.280 4.505 -0.948 0.0 0.0 0.0 -0.007
C -0.684 5.734 -1.418 -0.1 0.0 0.0 -0.001
C -1.962 5.937 -1.972 0.1 0.0 0.0 -0.002
C -2.868 4.906 -2.075 0.0 0.0 0.0 0.005
C -2.445 3.670 -1.596 -0.2 -0.1 -0.1 -0.003
H -4.016 2.235 -1.880 0.0 0.0 0.0 0.000
H -2.526 0.528 -0.834 0.0 0.0 0.0 0.004
H 0.708 4.365 -0.536 -0.1 0.0 0.0 0.001
H 0.004 6.567 -1.369 0.0 0.0 0.0 0.000
H -2.236 6.922 -2.325 0.0 0.0 0.0 0.000
H -3.849 5.048 -2.508 0.0 0.0 0.0 0.000
C 1.480 -1.609 1.911 0.1 0.1 0.1 -0.007
N 2.217 -2.362 2.892 0.0 0.1 0.0 0.001
C 3.623 -1.947 2.863 0.0 0.0 0.0 0.001
N 3.751 -0.518 3.150 -0.1 0.0 0.0 0.002
C 3.031 0.238 2.161 0.0 -0.1 0.1 -0.021
N 1.547 -0.104 2.131 -0.1 0.0 0.0 0.053
C 1.035 0.117 3.547 0.1 0.0 0.0 -0.032
N 1.765 -0.646 4.526 0.1 0.0 -0.1 0.001
C 1.670 -2.073 4.219 0.0 0.0 0.0 -0.002
C 3.179 -0.253 4.472 0.0 0.0 0.0 0.000
H 0.437 -1.903 1.956 0.0 0.0 0.0 -0.001
H 1.879 -1.802 0.920 0.0 0.0 0.0 -0.001
H 4.044 -2.160 1.879 0.0 0.0 0.0 0.000
H 4.177 -2.513 3.611 0.0 0.0 0.0 0.000
H 3.430 0.035 1.167 0.0 0.0 0.0 0.013
H 3.115 1.300 2.377 0.0 0.0 0.0 -0.007
H -0.020 -0.162 3.557 0.0 0.0 0.0 -0.011
H 1.128 1.178 3.771 0.0 0.0 0.0 0.024
H 0.623 -2.381 4.254 0.0 0.0 0.0 0.000
H 2.224 -2.638 4.968 0.0 0.0 0.0 0.000
H 3.735 -0.814 5.222 0.0 0.0 0.0 0.000
H 3.265 0.811 4.696 0.0 0.0 0.0 -0.001
C -2.831 1.252 2.604 0.0 0.0 0.0 0.000
C -2.392 0.012 1.911 0.0 0.0 0.0 0.025
N -1.322 -0.190 1.140 0.0 -0.2 0.1 -0.019
C -1.423 -1.502 0.673 0.0 0.2 -0.1 0.022
C -2.538 -2.079 1.168 -0.1 0.0 0.1 -0.006
N -3.132 -1.110 1.946 0.0 -0.1 0.0 0.005
H -2.304 2.119 2.226 0.0 0.1 0.0 -0.003
H -2.661 1.186 3.680 0.0 0.0 0.0 0.002
H -3.898 1.409 2.444 0.0 0.0 0.0 0.001
H -0.679 -1.921 0.020 0.0 0.0 0.0 -0.006
H -2.952 -3.065 1.049 0.0 0.0 0.0 -0.001
H -3.982 -1.217 2.478 0.0 0.0 0.0 0.000
```
Positions in Å, forces in eV/Å.

=====

(2)
Computed, not measured: a molecular structure, C22H24F6N5PPt, with ωB97M-V/def2-TZVPD.

The electronic energy is -59463.259 eV. The net charge is +3. For the HOMO-LUMO gap (alpha / beta), the calculation gives 7.294 / 5.403 eV. As for the spin multiplicity: 6. The relative energy (zero: lowest compared OMol25 entry of this formula, charge and spin) is 6.7 kcal/mol. As for the expectation value of S²: 8.849.

Structure (XYZ):
```
59
Properties=species:S:1:pos:R:3:forces:R:3:mulliken_spin:R:1
Pt 2.481 -1.004 -0.925 0.5 -0.1 -0.3 1.568
C -1.848 4.476 0.266 0.3 -0.2 0.3 0.037
C -0.427 4.355 0.815 -0.4 0.2 -0.6 0.110
C 0.329 5.647 0.642 0.2 0.1 0.2 0.035
C -0.631 4.111 2.514 0.1 0.0 0.4 0.326
C 0.291 3.096 0.585 -0.7 -0.3 0.2 0.087
C 1.674 3.081 0.394 0.3 0.4 0.1 0.111
C 2.288 1.908 0.052 0.2 -0.6 -0.1 -0.058
N 1.613 0.752 -0.050 0.4 0.3 0.0 0.308
C 0.290 0.697 0.164 -0.3 0.0 0.1 -0.003
C -0.391 1.841 0.512 -0.3 0.3 -0.1 0.073
C -0.346 -0.649 -0.040 -0.1 0.1 0.1 -0.015
C -1.686 -0.912 0.103 -0.4 0.0 -0.1 0.073
C -2.209 -2.205 -0.219 -0.2 0.6 0.3 0.083
C -1.288 -3.198 -0.559 -0.1 -0.5 0.0 0.124
C 0.035 -2.868 -0.678 0.6 0.1 0.0 -0.057
N 0.489 -1.633 -0.421 0.0 -0.4 -0.1 0.310
C -3.651 -2.482 -0.228 -0.3 0.2 -0.5 0.121
C -3.726 -2.692 1.486 0.1 -0.1 0.3 0.320
C -4.127 -3.773 -0.848 0.1 -0.2 0.2 0.033
C -4.599 -1.340 -0.554 0.2 -0.1 0.2 0.029
H -2.308 5.379 0.659 0.0 0.0 -0.1 -0.004
H -2.488 3.632 0.511 -0.1 0.0 -0.1 -0.001
H -1.757 4.574 -0.819 -0.1 0.0 0.0 0.020
H -0.270 6.479 1.008 0.0 0.0 -0.1 -0.001
H 0.522 5.815 -0.421 0.0 0.0 0.0 0.012
H 1.279 5.684 1.175 0.0 0.0 0.0 0.000
H -1.147 5.050 2.720 0.0 0.0 0.0 0.028
H 0.342 4.052 2.988 0.0 0.0 0.0 -0.004
H -1.251 3.244 2.710 0.0 0.0 -0.1 -0.003
H 2.260 3.984 0.467 0.1 0.0 0.0 -0.001
H 3.350 1.878 -0.155 0.0 -0.1 0.0 0.005
H -1.457 1.818 0.688 0.0 0.0 0.0 0.017
H -2.372 -0.135 0.411 0.0 0.0 0.0 0.016
H -1.603 -4.208 -0.770 0.0 0.0 0.0 -0.001
H 0.761 -3.607 -0.991 0.1 0.1 0.0 0.006
H -3.098 -3.521 1.794 0.0 0.0 0.0 -0.004
H -4.789 -2.934 1.529 0.0 0.0 -0.1 0.032
H -3.487 -1.766 1.995 0.0 0.0 0.0 -0.005
H -3.602 -4.662 -0.499 0.0 0.0 0.0 0.000
H -4.022 -3.712 -1.934 0.0 0.0 0.0 0.012
H -5.182 -3.923 -0.623 0.0 0.1 -0.1 -0.001
H -4.403 -0.430 0.010 0.0 0.1 -0.1 -0.001
H -5.621 -1.648 -0.349 0.0 0.0 -0.1 -0.003
H -4.510 -1.139 -1.625 0.0 0.1 0.0 0.018
F 1.670 -0.325 -2.853 0.1 0.0 0.0 0.082
P 3.117 -0.759 -3.865 -0.2 0.1 0.2 0.006
F 4.430 -1.192 -4.542 0.0 0.0 0.0 0.002
F 2.125 -1.438 -4.852 0.0 0.0 0.0 0.002
F 3.083 -2.145 -2.903 0.0 0.0 0.1 0.037
F 3.939 -0.090 -2.549 0.0 0.0 0.0 0.039
F 3.004 0.658 -4.496 0.0 0.0 0.0 0.002
N 3.822 -1.867 0.499 0.0 0.0 0.0 0.299
C 4.631 -2.438 1.085 -0.4 0.2 -0.2 -0.073
C 5.607 -3.144 1.819 0.1 0.1 -0.1 0.407
C 6.931 -2.688 1.743 -0.1 -0.3 0.2 -0.061
N 8.019 -2.306 1.688 0.2 0.1 0.0 0.291
C 5.173 -4.244 2.571 0.1 0.0 0.0 -0.064
N 4.739 -5.134 3.164 0.0 -0.1 0.1 0.275
```
Positions in Å, forces in eV/Å.

=====

(3)
Computed, not measured: 2 unconnected molecules or ions with the total composition C5H14O at a distorted geometry, with ωB97M-V/def2-TZVPD.

The electronic energy is -7448.067 eV. The net charge is +1. For the HOMO-LUMO gap (alpha / beta), the calculation gives 12.108 / 5.269 eV. As for the spin multiplicity: 2. The relative energy (zero: lowest compared OMol25 entry of this formula, charge and spin) is 29.0 kcal/mol. As for the expectation value of S²: 0.754.

Structure (XYZ):
```
20
Properties=species:S:1:pos:R:3:forces:R:3:mulliken_spin:R:1
C 0.884 -0.972 -0.758 1.1 1.3 -1.7 0.027
C 1.791 -1.954 -1.578 -1.0 -1.7 0.1 0.020
C 1.585 0.450 -0.741 1.4 -1.3 1.9 0.092
O -0.380 -0.708 -1.468 1.7 -1.0 0.5 0.760
H 0.510 -1.341 0.254 0.4 0.5 -0.6 0.097
H 1.769 -2.970 -1.020 0.2 1.5 -1.2 0.002
H 1.840 0.741 -1.727 -0.4 0.4 -1.2 -0.002
H 1.028 1.150 -0.168 -0.4 0.8 0.1 -0.007
H 2.610 0.400 -0.266 -1.2 -0.5 -0.1 0.003
H -0.658 0.199 -1.232 -0.5 0.3 0.4 -0.015
H 2.923 -1.633 -1.703 -2.7 -0.3 0.3 0.017
H 1.207 -2.083 -2.576 1.6 0.0 1.5 -0.002
C -2.241 1.546 2.182 1.7 -1.7 0.7 0.001
C -1.567 0.733 1.056 -0.5 -2.5 -0.1 0.001
H -1.786 1.297 3.169 0.1 0.1 -0.7 0.001
H -2.000 2.557 2.010 -0.7 1.4 -0.1 0.000
H -3.262 1.240 2.336 -0.5 0.5 -0.5 0.000
H -2.219 0.659 0.153 0.1 0.2 0.5 0.003
H -0.585 1.056 0.680 -0.3 0.4 0.8 0.003
H -1.449 -0.367 1.396 -0.1 1.6 -0.5 0.000
```
Positions in Å, forces in eV/Å.